[1]
The following is a DFT calculation (wB97M-V/def2-TZVPD) of C5H6O4Yb as an isolated structure at a distorted geometry.

The energy above the lowest of the compared OMol25 structures with the same formula, charge and spin is 0.0 kJ/mol. As for the net charge: +1. As for the multiplicity: 2. Its orbital gap (alpha / beta) is 7.022 / 6.492 eV.

Each line ends with the Löwdin spin population.
Cartesian coordinates (Å):
O  2.366  0.359  -0.495  -0.001
C  2.658  2.561  1.378  0.000
O  1.665  2.660  0.785  -0.001
O  -1.469  1.407  -1.104  0.016
C  -2.196  0.488  -0.355  0.001
C  -1.452  -0.839  -0.206  0.001
O  -0.133  -0.488  0.217  0.000
C  0.945  -1.337  0.352  0.000
C  2.141  -0.881  -0.066  0.000
Yb  0.496  1.397  -0.953  0.983
H  -3.177  0.257  -0.814  0.000
H  -2.406  0.878  0.664  0.000
H  -1.352  -1.335  -1.184  0.000
H  -1.912  -1.513  0.530  0.000
H  0.799  -2.132  1.083  0.000
H  3.029  -1.482  0.167  0.000


[2]
The following is a DFT calculation (wB97M-V/def2-TZVPD) of one molecule with the formula CH5OPS3 at a distorted geometry.

As for the net charge: 0. As for the multiplicity: 3. Its orbital gap (alpha / beta) is 6.457 / 6.697 eV.

Each line ends with the Löwdin spin population.
Cartesian coordinates (Å):
C  1.478  0.720  0.224  0.007
O  0.870  -0.486  -0.186  0.159
P  -0.371  -0.700  -1.171  0.559
S  -3.578  -2.856  0.702  0.391
S  -2.259  -1.257  0.439  0.693
S  -1.026  1.270  -1.437  0.170
H  1.685  1.362  -0.635  0.002
H  2.417  0.436  0.701  0.000
H  0.851  1.259  0.937  0.003
H  -2.829  -3.533  1.589  0.011
H  -2.042  0.892  -2.200  0.003


[3]
The following is a DFT calculation (wB97M-V/def2-TZVPD) of C19H16Cl5N2OS3Tc as an isolated structure at a distorted geometry.

The energy above the lowest of the compared OMol25 structures with the same formula, charge and spin is 18.0 kJ/mol. As for the net charge: +1. As for the multiplicity: 2. Its orbital gap (alpha / beta) is 6.351 / 5.711 eV.

Each line ends with the Löwdin spin population.
Cartesian coordinates (Å):
Tc  0.170  0.212  0.228  0.846
C  -1.470  -0.841  1.400  0.001
C  -0.484  -0.469  2.350  -0.003
C  -0.371  0.932  2.331  0.000
C  -1.287  1.444  1.358  0.004
C  -1.987  0.337  0.804  -0.008
H  -1.775  -1.847  1.169  0.001
H  0.103  -1.143  2.946  0.001
H  0.316  1.522  2.914  0.002
H  -1.440  2.477  1.096  0.003
H  -2.762  0.382  0.059  0.000
Cl  -2.301  0.361  -2.722  0.008
C  -1.245  -0.975  -2.484  0.017
C  -0.427  -1.024  -1.366  0.000
C  0.314  -2.152  -1.206  0.018
Cl  1.202  -2.115  0.294  0.022
C  0.400  -3.196  -2.105  -0.004
Cl  1.426  -4.534  -1.813  -0.003
C  -0.383  -3.111  -3.255  0.019
Cl  -0.324  -4.354  -4.428  0.008
C  -1.221  -2.003  -3.434  -0.004
Cl  -2.210  -1.904  -4.830  -0.003
C  2.867  0.009  -3.483  0.000
O  1.923  0.399  -2.490  0.008
C  1.505  1.661  -2.513  0.014
S  2.009  2.794  -3.574  0.015
S  0.359  2.037  -1.282  0.010
H  3.084  -1.038  -3.289  0.000
H  3.773  0.610  -3.405  0.000
H  2.443  0.138  -4.479  0.000
C  6.359  0.972  3.704  0.000
C  5.041  0.330  3.434  0.000
C  4.492  -0.663  4.187  0.004
C  3.226  -1.153  3.835  0.000
N  2.569  -0.695  2.774  0.004
C  3.112  0.260  2.025  0.007
S  2.463  0.884  0.594  0.007
N  4.329  0.777  2.377  0.005
C  2.587  -2.218  4.659  0.000
H  6.906  0.427  4.469  0.000
H  6.211  1.996  4.051  0.000
H  6.962  1.008  2.797  0.000
H  5.020  -1.058  5.040  0.000
H  4.698  1.520  1.786  0.000
H  3.297  -3.015  4.870  0.000
H  1.717  -2.633  4.157  0.000
H  2.276  -1.801  5.618  0.000


[4]
The following is a DFT calculation (wB97M-V/def2-TZVPD) of one molecule with the formula C26H30N2O7S at a distorted geometry.

The energy above the lowest of the compared OMol25 structures with the same formula, charge and spin is 38.1 kJ/mol. As for the net charge: 0. Its SMILES is COCCCN1C(=O)C(=O)/C(=C(/O)c2ccc(S(=O)(=O)N3CCOCC3)cc2)[C@H]1c1ccc(C)cc1. As for the multiplicity: 1. Its orbital gap is 8.375 eV.

Each line ends with the Löwdin charge.
Cartesian coordinates (Å):
C  -5.724  -1.543  2.436  -0.103
O  -4.406  -1.734  1.983  -0.217
C  -4.208  -2.923  1.247  -0.221
C  -4.799  -2.900  -0.168  -0.133
C  -4.428  -1.629  -0.941  -0.117
N  -3.003  -1.430  -1.024  0.001
C  -2.217  -2.084  -1.906  -0.371
O  -2.598  -2.889  -2.727  0.107
C  -0.782  -1.623  -1.649  -0.249
O  0.191  -1.997  -2.264  0.128
C  -0.865  -0.658  -0.558  -0.036
C  0.131  0.119  -0.067  -0.186
O  -0.090  1.123  0.801  0.122
C  1.551  -0.012  -0.434  -0.127
C  2.270  1.148  -0.720  0.014
C  3.610  1.069  -1.050  -0.054
C  4.228  -0.167  -1.080  -0.259
S  5.988  -0.254  -1.438  0.670
O  6.347  0.914  -2.185  -0.278
O  6.282  -1.553  -1.959  -0.274
N  6.778  -0.140  0.018  -0.234
C  6.822  1.134  0.694  -0.156
C  5.763  1.208  1.799  -0.179
O  5.876  0.113  2.683  -0.125
C  5.719  -1.116  2.006  -0.179
C  6.776  -1.278  0.907  -0.156
C  3.529  -1.325  -0.797  -0.043
C  2.187  -1.251  -0.469  0.005
C  -2.315  -0.497  -0.156  -0.188
C  -2.830  0.913  -0.368  -0.205
C  -2.668  1.537  -1.600  0.002
C  -3.146  2.816  -1.799  -0.022
C  -3.798  3.504  -0.779  -0.274
C  -4.317  4.888  -1.017  -0.049
C  -3.964  2.873  0.446  -0.031
C  -3.486  1.590  0.653  -0.035
H  -5.706  -0.665  3.079  0.089
H  -6.421  -1.367  1.609  0.087
H  -6.071  -2.408  3.013  0.092
H  -3.123  -3.046  1.189  0.123
H  -4.620  -3.780  1.799  0.124
H  -4.421  -3.768  -0.707  0.118
H  -5.887  -2.972  -0.126  0.111
H  -4.863  -0.748  -0.461  0.124
H  -4.817  -1.714  -1.960  0.135
H  -1.040  1.259  0.947  0.101
H  1.769  2.103  -0.691  0.125
H  4.184  1.947  -1.301  0.118
H  6.673  1.907  -0.060  0.116
H  7.817  1.250  1.138  0.135
H  5.905  2.101  2.410  0.129
H  4.754  1.225  1.357  0.114
H  5.831  -1.892  2.764  0.130
H  4.709  -1.173  1.570  0.113
H  6.594  -2.164  0.300  0.117
H  7.768  -1.353  1.367  0.135
H  4.042  -2.272  -0.853  0.122
H  1.639  -2.147  -0.232  0.126
H  -2.482  -0.781  0.893  0.150
H  -2.167  1.012  -2.400  0.130
H  -3.015  3.292  -2.760  0.118
H  -3.534  5.522  -1.429  0.083
H  -4.681  5.333  -0.095  0.075
H  -5.135  4.863  -1.736  0.086
H  -4.474  3.386  1.248  0.112
H  -3.633  1.104  1.608  0.117


[5]
The following is a DFT calculation (wB97M-V/def2-TZVPD) of one molecule with the formula CH2Cl2FPS at a distorted geometry.

The energy above the lowest of the compared OMol25 structures with the same formula, charge and spin is 109.6 kJ/mol. As for the net charge: 0. Its SMILES is FCP(=S)(Cl)Cl. As for the multiplicity: 1. Its orbital gap is 8.698 eV.

Each line ends with the Löwdin charge.
Cartesian coordinates (Å):
F  0.118  1.653  0.244  -0.131
C  0.213  0.378  -0.303  -0.323
P  2.111  0.168  0.043  -0.172
S  2.889  1.268  1.398  0.264
Cl  3.008  0.325  -1.713  0.296
Cl  1.858  -2.308  0.245  -0.060
H  -0.269  -0.396  0.176  0.030
H  0.205  0.290  -1.429  0.095


[6]
The following is a DFT calculation (wB97M-V/def2-TZVPD) of one molecule with the formula C24H31F2N3O.

The energy above the lowest of the compared OMol25 structures with the same formula, charge and spin is 12.0 kJ/mol. As for the net charge: 0. Its SMILES is CN(C)CCN(C[C@H]1CCCN(Cc2ccccc2F)C1)C(=O)c1ccc(F)cc1. As for the multiplicity: 1. Its orbital gap is 8.957 eV.

Each line ends with the Löwdin charge.
Cartesian coordinates (Å):
C  -3.888  -2.815  -2.766  -0.107
N  -4.442  -2.166  -1.598  -0.279
C  -5.026  -0.882  -1.916  -0.099
C  -3.558  -2.151  -0.457  -0.176
C  -2.226  -1.380  -0.638  -0.139
N  -1.560  -1.172  0.626  -0.046
C  -0.677  -2.210  1.129  -0.115
C  0.793  -1.777  1.093  -0.281
C  1.691  -2.859  1.693  -0.162
C  3.153  -2.428  1.610  -0.166
C  3.517  -2.087  0.160  -0.179
N  2.649  -1.088  -0.439  -0.170
C  2.920  0.265  0.017  -0.133
C  4.231  0.753  -0.539  -0.148
C  4.618  0.440  -1.837  -0.033
C  5.818  0.893  -2.354  -0.086
C  6.659  1.676  -1.581  -0.087
C  6.298  2.004  -0.286  -0.013
C  5.096  1.537  0.212  -0.226
F  4.760  1.864  1.482  0.059
C  1.260  -1.487  -0.342  -0.154
C  -1.865  -0.154  1.466  -0.430
O  -1.409  -0.076  2.592  0.085
C  -2.791  0.898  0.926  -0.157
C  -4.094  0.975  1.400  -0.022
C  -4.949  1.964  0.944  -0.002
C  -4.474  2.877  0.021  -0.273
F  -5.303  3.838  -0.435  0.060
C  -3.172  2.839  -0.446  0.004
C  -2.331  1.842  0.015  -0.024
H  -3.476  -3.781  -2.478  0.086
H  -4.690  -2.983  -3.484  0.083
H  -3.102  -2.226  -3.261  0.084
H  -5.430  -0.434  -1.010  0.078
H  -4.317  -0.173  -2.371  0.084
H  -5.843  -1.039  -2.620  0.085
H  -3.339  -3.190  -0.191  0.121
H  -4.102  -1.700  0.377  0.114
H  -2.438  -0.413  -1.098  0.107
H  -1.555  -1.936  -1.296  0.119
H  -0.951  -2.421  2.168  0.134
H  -0.822  -3.113  0.533  0.131
H  0.882  -0.865  1.690  0.142
H  1.410  -3.044  2.732  0.119
H  1.555  -3.791  1.136  0.120
H  3.805  -3.227  1.968  0.111
H  3.314  -1.557  2.247  0.110
H  4.546  -1.726  0.100  0.120
H  3.437  -2.991  -0.452  0.124
H  2.927  0.367  1.112  0.119
H  2.122  0.911  -0.366  0.135
H  3.959  -0.178  -2.427  0.116
H  6.098  0.636  -3.364  0.100
H  7.595  2.032  -1.982  0.102
H  6.932  2.610  0.342  0.116
H  0.646  -0.701  -0.790  0.117
H  1.146  -2.396  -0.945  0.130
H  -4.439  0.261  2.133  0.126
H  -5.965  2.035  1.296  0.121
H  -2.833  3.580  -1.153  0.120
H  -1.308  1.802  -0.330  0.123


[7]
The following is a DFT calculation (wB97M-V/def2-TZVPD) of a 2-piece molecular cluster, C3H6NO2 overall at a distorted geometry.

The energy above the lowest of the compared OMol25 structures with the same formula, charge and spin is 190.3 kJ/mol. As for the net charge: -1. As for the multiplicity: 1. Its orbital gap is 8.193 eV.

Each line ends with the Löwdin charge.
Cartesian coordinates (Å):
C  -2.085  1.507  0.538  -0.052
C  -0.896  0.857  0.890  -0.258
N  0.449  0.710  0.361  0.031
H  -2.252  2.010  -0.457  0.040
H  -2.979  1.381  1.138  0.010
H  -1.034  0.353  1.834  0.059
H  0.805  1.556  -0.052  0.055
H  0.830  -0.082  -0.162  0.028
O  1.306  -1.103  -1.713  -0.186
C  1.810  -2.095  -1.102  -0.627
O  3.008  -2.192  -0.595  -0.203
H  1.037  -2.903  -0.680  0.103


[8]
The following is a DFT calculation (wB97M-V/def2-TZVPD) of C22H18N5PbS5 as an isolated structure.

The energy above the lowest of the compared OMol25 structures with the same formula, charge and spin is 0.0 kJ/mol. As for the net charge: +1. As for the multiplicity: 1. Its orbital gap is 6.661 eV.

Each line ends with the Löwdin charge.
Cartesian coordinates (Å):
Pb  0.655  -0.426  0.328  0.803
N  -1.021  3.014  -0.479  0.123
C  -1.807  1.912  -0.460  -0.692
N  -1.352  0.687  -0.594  -0.028
C  -2.391  -0.227  -0.697  -0.357
C  -3.627  0.300  -0.589  -0.310
S  -3.527  2.009  -0.379  1.111
C  -2.019  -1.608  -1.009  -0.359
C  -2.831  -2.625  -1.353  -0.318
S  -1.905  -4.030  -1.741  1.110
C  -0.451  -3.153  -1.420  -0.669
N  -0.662  -1.908  -1.042  -0.047
N  0.764  -3.694  -1.574  0.123
H  -0.069  2.876  -0.150  0.032
H  -1.442  3.874  -0.166  0.107
H  -4.580  -0.197  -0.644  0.087
H  -3.904  -2.634  -1.428  0.087
H  0.867  -4.679  -1.744  0.112
H  1.583  -3.159  -1.311  0.013
S  -0.708  -1.028  2.312  0.650
C  -1.127  0.648  2.686  -0.676
C  -2.358  0.850  3.318  -0.123
C  -2.767  2.111  3.703  -0.076
C  -1.957  3.210  3.440  -0.076
C  -0.755  3.031  2.784  -0.141
C  -0.315  1.759  2.401  -0.680
S  1.238  1.689  1.546  0.652
H  -2.987  -0.008  3.516  0.105
H  -3.715  2.237  4.209  0.111
H  -2.261  4.202  3.744  0.110
H  -0.123  3.886  2.573  0.105
C  -0.003  0.823  -3.318  -0.015
C  1.355  1.121  -2.762  -0.294
C  2.119  2.152  -3.361  0.001
C  3.365  2.426  -2.895  0.025
C  3.924  1.630  -1.868  -0.146
C  5.237  1.821  -1.388  -0.013
C  5.739  0.995  -0.424  -0.049
C  4.959  -0.059  0.082  -0.086
C  3.683  -0.284  -0.374  -0.603
S  2.797  -1.693  0.225  0.661
C  3.125  0.592  -1.348  -0.268
N  1.830  0.405  -1.762  0.046
H  0.080  0.709  -4.400  0.099
H  -0.687  1.653  -3.131  0.087
H  -0.414  -0.088  -2.897  0.058
H  1.686  2.712  -4.178  0.125
H  3.954  3.232  -3.317  0.130
H  5.834  2.624  -1.802  0.122
H  6.742  1.137  -0.048  0.116
H  5.371  -0.717  0.836  0.113


> Among the records above, which one has the highest multiplicity?

CH5OPS3


What did the eighth record say?
The following is a DFT calculation (wB97M-V/def2-TZVPD) of C22H18N5PbS5 as an isolated structure.

The energy above the lowest of the compared OMol25 structures with the same formula, charge and spin is 0.0 kJ/mol. As for the net charge: +1. As for the multiplicity: 1. Its orbital gap is 6.661 eV.

Each line ends with the Löwdin charge.
Cartesian coordinates (Å):
Pb  0.655  -0.426  0.328  0.803
N  -1.021  3.014  -0.479  0.123
C  -1.807  1.912  -0.460  -0.692
N  -1.352  0.687  -0.594  -0.028
C  -2.391  -0.227  -0.697  -0.357
C  -3.627  0.300  -0.589  -0.310
S  -3.527  2.009  -0.379  1.111
C  -2.019  -1.608  -1.009  -0.359
C  -2.831  -2.625  -1.353  -0.318
S  -1.905  -4.030  -1.741  1.110
C  -0.451  -3.153  -1.420  -0.669
N  -0.662  -1.908  -1.042  -0.047
N  0.764  -3.694  -1.574  0.123
H  -0.069  2.876  -0.150  0.032
H  -1.442  3.874  -0.166  0.107
H  -4.580  -0.197  -0.644  0.087
H  -3.904  -2.634  -1.428  0.087
H  0.867  -4.679  -1.744  0.112
H  1.583  -3.159  -1.311  0.013
S  -0.708  -1.028  2.312  0.650
C  -1.127  0.648  2.686  -0.676
C  -2.358  0.850  3.318  -0.123
C  -2.767  2.111  3.703  -0.076
C  -1.957  3.210  3.440  -0.076
C  -0.755  3.031  2.784  -0.141
C  -0.315  1.759  2.401  -0.680
S  1.238  1.689  1.546  0.652
H  -2.987  -0.008  3.516  0.105
H  -3.715  2.237  4.209  0.111
H  -2.261  4.202  3.744  0.110
H  -0.123  3.886  2.573  0.105
C  -0.003  0.823  -3.318  -0.015
C  1.355  1.121  -2.762  -0.294
C  2.119  2.152  -3.361  0.001
C  3.365  2.426  -2.895  0.025
C  3.924  1.630  -1.868  -0.146
C  5.237  1.821  -1.388  -0.013
C  5.739  0.995  -0.424  -0.049
C  4.959  -0.059  0.082  -0.086
C  3.683  -0.284  -0.374  -0.603
S  2.797  -1.693  0.225  0.661
C  3.125  0.592  -1.348  -0.268
N  1.830  0.405  -1.762  0.046
H  0.080  0.709  -4.400  0.099
H  -0.687  1.653  -3.131  0.087
H  -0.414  -0.088  -2.897  0.058
H  1.686  2.712  -4.178  0.125
H  3.954  3.232  -3.317  0.130
H  5.834  2.624  -1.802  0.122
H  6.742  1.137  -0.048  0.116
H  5.371  -0.717  0.836  0.113


> Which formula does entry 4 have?

C26H30N2O7S


> What is the net charge in the seventh record?

-1